[1]
{"formula": "C4H39NO16", "method": "ωB97M-V with the def2-TZVPD basis set", "homo_energy_ev": -9.80, "largest_force_ha_per_bohr": 0.056, "gap_ev": 9.998, "e_above_lowest_kj_mol": 260.15, "e_tot_ha": -1434.4004, "mol_weight_g_mol": 357.3, "elements": ["C", "C", "C", "O", "N", "C", "O", "H", "H", "H", "H", "H", "H", "H", "H", "H", "H", "H", "H", "H", "O", "H", "H", "O", "H", "H", "O", "H", "H", "O", "H", "H", "O", "H", "H", "O", "H", "H", "O", "H", "H", "O", "H", "H", "O", "H", "H", "O", "H", "H", "O", "H", "H", "O", "H", "H", "O", "H", "H", "O"], "coordinates": [[-0.42, 1.56, 1.91], [0.35, 0.23, 1.76], [0.22, -0.67, 2.97], [-0.27, -0.35, 0.60], [0.12, 2.61, 0.98], [-0.96, 3.53, 0.78], [-1.87, 3.09, -0.24], [-0.12, 1.78, 2.93], [-1.48, 1.41, 1.79], [1.36, 0.48, 1.44], [0.69, -0.16, 3.81], [0.86, -1.53, 2.79], [-0.81, -1.01, 3.08], [0.09, -1.25, 0.34], [0.32, 2.12, 0.12], [-1.62, 3.57, 1.65], [-0.69, 4.56, 0.46], [-1.50, 2.63, -1.01], [4.07, -0.27, 3.34], [3.56, 0.80, 2.21], [3.56, -0.13, 2.52], [3.51, -2.70, 0.59], [2.62, -2.03, 1.62], [2.66, -2.77, 1.00], [-4.24, 0.52, -0.58], [-3.23, 0.89, -1.71], [-3.89, 0.22, -1.44], [-2.65, -2.71, 1.75], [-3.16, -2.50, 0.34], [-2.76, -3.17, 0.91], [2.90, -1.10, -0.74], [3.83, -0.96, -1.94], [3.81, -1.03, -0.98], [0.80, -2.90, -3.71], [2.18, -3.59, -3.75], [1.70, -2.81, -4.07], [-4.43, 2.28, 1.31], [-3.11, 2.22, 0.55], [-3.79, 1.65, 1.01], [2.28, 2.49, 1.80], [3.27, 2.33, 0.49], [3.17, 2.34, 1.45], [1.04, -2.90, 0.19], [-0.51, -2.98, 0.34], [0.18, -2.71, -0.30], [0.35, -0.59, -1.35], [0.33, -0.72, -2.84], [0.74, -0.20, -2.15], [2.00, 1.10, -2.74], [3.30, 1.86, -2.21], [2.40, 1.96, -2.57], [-0.31, 1.29, -2.24], [-0.65, 2.45, -3.26], [-0.88, 2.04, -2.41], [-3.32, 0.34, 2.07], [-4.31, -0.91, 2.14], [-3.47, -0.57, 2.41], [-1.88, -2.89, -2.62], [-0.54, -3.80, -2.44], [-1.03, -3.15, -2.95]], "lowdin_charge": [-0.143, -0.402, -0.019, -0.091, -0.006, -0.260, -0.105, 0.119, 0.087, 0.111, 0.089, 0.065, 0.082, 0.012, 0.101, 0.122, 0.128, 0.026, 0.054, -0.002, -0.074, 0.043, 0.021, -0.041, 0.010, 0.015, -0.078, 0.017, 0.039, -0.054, -0.006, 0.041, -0.032, -0.013, 0.040, -0.064, 0.069, 0.033, -0.081, 0.040, 0.051, -0.046, 0.047, 0.062, -0.070, 0.030, 0.060, -0.042, -0.010, 0.040, -0.073, 0.003, 0.088, -0.029, 0.002, 0.023, -0.074, 0.049, 0.042, -0.046]}


[2]
{"formula": "C4H3AgLiMgO2", "method": "ωB97M-V with the def2-TZVPD basis set", "homo_energy_ev": [-9.40, -9.40], "total_charge": 1, "largest_force_ha_per_bohr": 0.068, "gap_ev": [3.973, 3.974], "e_above_lowest_kj_mol": 52.30, "e_tot_ha": -658.9315, "mol_weight_g_mol": 222.2, "elements": ["C", "O", "Li", "Ag", "H", "C", "C", "C", "O", "Mg", "H", "H"], "coordinates": [[0.44, 0.55, -1.62], [0.80, 1.70, -0.97], [1.09, -2.84, 2.59], [-1.24, 2.40, -0.43], [0.83, 0.07, -2.57], [-0.49, -0.32, -1.11], [-1.23, -0.05, 0.15], [-0.66, -0.24, 1.36], [0.65, -0.65, 1.61], [1.91, 0.53, 0.50], [-0.89, -1.07, -1.80], [-1.21, -0.10, 2.30]], "lowdin_charge": [-0.442, -0.397, 0.890, 0.760, 0.119, -0.228, -0.176, -0.431, -0.457, 1.187, 0.098, 0.079]}


[3]
{"formula": "C4H3BBrNO8S", "method": "ωB97M-V with the def2-TZVPD basis set", "homo_energy_ev": -9.73, "largest_force_ha_per_bohr": 0.013, "gap_ev": 7.282, "e_tot_ha": -3808.1186, "mol_weight_g_mol": 315.9, "elements": ["N", "S", "Br", "H", "H", "H", "B", "O", "C", "O", "C", "O", "O", "O", "C", "O", "C", "O", "O"], "coordinates": [[1.40, -1.24, -2.58], [2.89, -0.62, -2.88], [2.83, -0.07, -4.94], [0.73, -0.48, -2.56], [1.53, -1.57, -1.59], [2.80, 0.64, -2.37], [-0.96, 0.27, 1.33], [-1.04, 0.80, 2.67], [-2.32, 0.81, 3.07], [-2.73, 1.18, 4.12], [-3.16, 0.24, 1.88], [-4.34, 0.09, 1.84], [-2.29, -0.06, 0.90], [-0.30, 1.24, 0.38], [0.76, 0.71, -0.14], [1.49, 1.17, -1.00], [0.93, -0.72, 0.47], [1.85, -1.45, 0.15], [-0.05, -0.94, 1.27]], "lowdin_charge": [-0.279, 0.617, 0.444, 0.067, 0.031, -0.029, -0.853, 0.244, -0.359, 0.181, -0.361, 0.179, 0.236, 0.268, -0.387, 0.046, -0.394, 0.081, 0.270]}


[4]
{"formula": "C4H3BF4O4S2TeV", "method": "ωB97M-V with the def2-TZVPD basis set", "spin_multiplicity": 4, "homo_energy_ev": [-0.37, -0.86], "total_charge": -2, "largest_force_ha_per_bohr": 0.017, "gap_ev": [5.100, 5.594], "e_above_lowest_kj_mol": 2.68, "e_tot_ha": -2888.2858, "mol_weight_g_mol": 444.5, "elements": ["V", "O", "S", "O", "O", "O", "Te", "C", "C", "C", "C", "S", "H", "H", "H", "F", "B", "F", "F", "F"], "coordinates": [[1.05, 0.24, -0.24], [0.95, -0.78, 3.00], [0.17, 0.16, 2.22], [-0.89, 0.83, 2.96], [-0.39, -0.52, 0.96], [1.09, 1.19, 1.54], [2.81, -1.64, 0.40], [3.94, -2.02, -1.34], [5.01, -2.88, -1.46], [5.57, -2.93, -2.77], [4.93, -2.10, -3.64], [3.62, -1.31, -2.86], [5.39, -3.45, -0.62], [6.42, -3.55, -3.04], [5.15, -1.94, -4.68], [-0.11, 1.98, -1.85], [0.92, 1.35, -2.56], [1.05, 1.78, -3.85], [2.12, 1.54, -1.79], [0.68, -0.06, -2.47]], "mulliken_spin": [2.964, 0.002, -0.001, 0.002, 0.009, 0.009, -0.031, 0.001, 0.007, -0.002, 0.004, 0.008, 0.002, 0.000, 0.000, -0.001, 0.002, 0.002, 0.009, 0.014]}


[5]
{"formula": "C4H3BiLiO", "method": "ωB97M-V with the def2-TZVPD basis set", "spin_multiplicity": 2, "homo_energy_ev": [-17.05, -19.75], "total_charge": 2, "largest_force_ha_per_bohr": 0.080, "gap_ev": [6.367, 9.105], "e_above_lowest_kj_mol": 89.16, "e_tot_ha": -450.7234, "mol_weight_g_mol": 283.0, "elements": ["C", "C", "H", "Li", "O", "C", "C", "Bi", "H", "H"], "coordinates": [[-0.25, -1.21, 1.47], [-0.80, -2.28, 1.21], [-1.20, -3.25, 0.98], [-1.15, -0.66, -0.58], [0.71, 2.11, 0.53], [0.75, 1.69, -0.62], [0.37, 0.70, -1.45], [0.45, 0.71, 2.18], [0.03, 2.09, -1.74], [1.10, 0.10, -1.99]], "mulliken_spin": [-0.015, 0.052, -0.002, 0.001, -0.009, 0.002, 0.015, 0.956, 0.000, 0.000]}


[6]
{"formula": "C4H3Br", "method": "ωB97M-V with the def2-TZVPD basis set", "homo_energy_ev": -10.31, "largest_force_ha_per_bohr": 0.084, "gap_ev": 8.301, "e_above_lowest_kj_mol": 215.72, "e_tot_ha": -2728.0402, "mol_weight_g_mol": 131.0, "elements": ["C", "C", "C", "C", "Br", "H", "H", "H"], "coordinates": [[-0.20, -1.60, 0.03], [-0.88, -2.66, 0.15], [0.52, -0.43, -0.06], [-0.20, 0.81, 0.04], [0.61, 2.29, -0.95], [1.58, -0.38, -0.35], [-0.15, 1.14, 1.18], [-1.29, 0.83, -0.03]], "lowdin_charge": [-0.217, 0.077, -0.173, -0.639, 0.632, 0.110, 0.130, 0.080]}